The following is a quantum chemistry calculation of a structure of composition C22H41BrNOP3Sn, from OMol25.

XYZ file:
```
70
Properties=species:S:1:pos:R:3:forces:R:3:mulliken_charge:R:1
Sn 1.38900 -0.71057 -0.99850 0.40 -0.24 0.82 0.70
P 0.52015 1.79931 -1.36191 0.93 1.14 -0.51 1.35
P 1.95281 0.04446 1.80762 1.33 -0.54 2.04 0.51
P -1.76267 1.24886 2.57488 -0.35 -0.34 1.32 0.71
H 0.24648 -2.60835 -2.83051 -0.29 1.51 1.02 0.47
C -0.17815 -1.66843 -2.32911 -0.22 0.57 -1.79 -0.24
C -0.08681 -0.37951 -2.95444 -2.11 -1.90 -0.61 -1.04
H 0.58471 -0.19760 -3.78077 0.30 -0.07 -0.03 0.54
C 1.27422 2.58769 -2.81730 0.20 -0.12 -0.44 -1.27
C 1.15291 2.67947 0.07020 0.27 -0.01 0.63 -0.97
C -1.19228 2.34592 -1.39621 -1.12 -0.37 0.17 -1.54
C 1.86924 -1.61328 2.55670 -0.63 -0.17 -0.52 -1.14
C 3.73532 0.16046 1.39950 -0.27 0.28 -0.71 -1.31
C 1.95824 1.11426 3.28985 -0.67 0.64 -0.24 -1.04
C -3.57024 1.48150 2.31784 -0.27 0.23 -0.79 -1.12
C -1.64555 2.21449 4.15858 0.45 0.21 -0.33 -1.38
C -1.75899 -0.50838 3.17135 0.19 -0.05 -0.23 -1.12
H -1.06163 -1.77861 -1.69051 0.39 -0.37 -0.23 -0.17
H -1.02108 0.23747 -2.97251 1.28 -0.33 0.35 0.58
H 1.20376 1.95105 -3.70840 -0.03 0.20 0.21 0.35
H 2.33747 2.80548 -2.65552 -0.22 -0.04 0.09 0.41
H 0.75172 3.52694 -3.04543 0.17 -0.17 0.19 0.48
H 2.20546 2.46883 0.26182 0.10 0.04 -0.22 0.40
H 0.59659 2.39891 0.96927 -0.14 0.01 -0.18 -0.09
H 1.04897 3.75515 -0.06277 -0.06 0.12 -0.20 0.61
H -1.83129 1.72221 -2.02742 0.08 0.23 -0.13 0.63
H -1.25670 3.35374 -1.81457 0.28 -0.01 -0.01 0.58
H -1.63736 2.38331 -0.39480 0.29 -0.10 -0.02 0.06
H 2.66348 -1.68618 3.30861 -0.13 0.04 -0.11 0.50
H 2.01726 -2.37671 1.78273 -0.03 0.01 0.31 0.35
H 0.88771 -1.74822 3.02980 0.30 -0.11 -0.09 0.28
H 4.26435 -0.20050 2.28784 0.05 0.06 -0.17 0.51
H 4.00397 1.21050 1.20774 0.08 -0.35 0.07 0.38
H 3.99447 -0.45093 0.52533 0.15 0.07 0.41 0.42
H 2.70395 0.68569 3.97228 -0.10 0.02 -0.15 0.54
H 0.97397 1.14280 3.77819 0.38 0.01 -0.16 0.05
H 2.26696 2.13125 3.00794 -0.14 -0.24 0.21 0.39
H -4.01594 2.15002 3.07322 0.25 -0.34 -0.37 0.56
H -4.08474 0.50727 2.33055 0.14 0.43 -0.01 0.27
H -3.68968 1.93324 1.32695 -0.45 -0.01 0.27 0.22
H -2.64974 2.28319 4.60951 0.60 -0.10 -0.01 0.47
H -1.30749 3.22719 3.87474 -0.18 -0.31 0.41 0.39
H -0.92510 1.77462 4.86733 -0.31 0.24 -0.22 0.40
H -2.75655 -0.78577 3.54538 0.45 0.03 0.03 0.54
H -1.00982 -0.65206 3.96685 -0.31 -0.01 -0.26 0.39
H -1.50408 -1.15438 2.31206 -0.15 0.05 0.39 0.07
C -3.81772 -0.96236 -0.60603 -0.16 0.81 2.04 0.65
C -3.52737 -2.28438 -0.24727 -0.23 -2.11 0.03 -0.19
C -4.56166 -3.23047 -0.20896 2.45 0.11 0.74 -0.50
C -5.85268 -2.93536 -0.67511 -0.81 -0.32 -0.09 -0.35
C -6.04928 -1.67938 -1.27154 -0.04 2.13 -0.45 -0.58
C -5.09938 -0.64661 -1.10479 -1.74 -0.64 -1.60 -0.09
O -2.98100 0.05955 -0.15754 -0.53 -2.30 -1.25 0.24
H -2.62490 0.44851 -0.95440 0.11 0.99 -0.29 -0.41
H -2.48963 -2.60194 -0.05857 -0.71 0.30 0.44 0.30
H -4.36517 -4.21913 0.21355 0.04 0.26 -0.27 0.43
H -6.66879 -3.69308 -0.58136 0.72 0.79 -0.23 0.45
H -6.98648 -1.51104 -1.82339 0.43 0.23 0.51 0.45
H -5.28786 0.38409 -1.46351 -0.11 -0.75 0.35 0.47
Br 6.88264 0.81017 -2.22597 -0.62 -0.51 -0.15 -0.04
C 5.53363 -0.50152 -2.51043 0.07 0.80 0.16 -0.79
C 5.80817 -1.67725 -3.19784 -1.24 -0.65 0.48 -0.03
C 4.81554 -2.66442 -3.27271 -0.60 0.88 0.22 -0.85
C 3.55729 -2.39623 -2.73529 -0.13 0.09 0.43 -0.05
N 3.26541 -1.22287 -2.10588 0.86 0.69 -0.48 0.04
C 4.25573 -0.27994 -2.01312 -0.03 -0.64 0.05 0.11
H 6.76622 -1.85707 -3.60354 0.96 -0.12 -0.41 0.55
H 4.96064 -3.61980 -3.75402 0.22 -0.01 -0.05 0.46
H 2.76890 -3.14868 -2.73902 0.20 0.16 -0.12 0.40
H 4.04044 0.62344 -1.44725 -0.01 -0.03 -0.25 0.64
```
Positions in Å, forces in eV/Å.

As for the HOMO energy (spin up / spin down): -0.6734 / -0.6913 hartree. As for the energy: -130712.01223 eV. As for the total charge: +4. The value obtained for the HOMO-LUMO gap (spin up / spin down) is 3.9080 / 4.0722 eV.

The following is a quantum chemistry calculation of the ion C7H14BrN2O2 with charge +1, from OMol25.

XYZ file:
```
26
Properties=species:S:1:pos:R:3:forces:R:3:mulliken_charge:R:1
C -1.24075 0.05077 -0.08010 -0.74 -0.99 0.10 1.50
C 0.27031 0.20296 -0.49846 0.55 -1.16 -0.74 -0.37
C -1.53219 -0.46597 1.31683 0.13 0.01 0.06 -1.76
C -2.20225 -0.51677 -1.10255 -0.07 0.06 -0.11 -1.64
C 1.52155 -1.83765 0.22807 -0.10 0.14 0.05 -1.41
C 2.72488 0.36412 0.05727 0.01 0.08 0.10 -1.56
C 1.40202 -0.32292 0.38752 0.07 0.01 -0.21 0.47
N -1.20935 1.51966 -0.09208 -0.03 0.57 0.00 0.35
N 0.02476 1.65051 -0.39127 0.29 1.64 0.05 0.78
O 0.67076 2.64821 -0.53233 -0.12 0.15 0.02 -0.64
O -2.12184 2.45148 0.17767 -0.18 -0.03 0.10 -0.43
Br 0.62045 -0.12267 -2.40843 -0.11 0.06 0.60 0.06
H -2.56451 -0.23595 1.57164 -0.06 0.00 -0.02 0.45
H -0.89125 -0.01902 2.07165 0.05 0.02 0.05 0.43
H -1.41298 -1.54493 1.34912 0.00 -0.08 -0.03 0.38
H -3.22277 -0.42393 -0.73906 -0.05 -0.02 0.08 0.40
H -1.98771 -1.57183 -1.25525 0.03 -0.07 0.03 0.40
H -2.13328 -0.01184 -2.06231 0.03 0.00 -0.01 0.49
H 1.86846 -2.09165 -0.76993 0.02 -0.03 -0.06 0.37
H 0.57569 -2.34105 0.40567 -0.10 -0.15 0.02 0.33
H 2.24767 -2.21508 0.94163 0.04 -0.03 0.09 0.42
H 3.04633 0.12881 -0.95407 0.03 -0.01 -0.06 0.38
H 3.48844 0.00553 0.74171 0.05 -0.05 0.07 0.44
H 2.66340 1.44462 0.16074 0.08 0.02 0.00 0.37
H 1.14244 -0.09256 1.42612 -0.10 0.04 -0.09 0.34
H -1.74827 3.34714 0.05019 0.29 -0.19 -0.10 0.44
```
Positions in Å, forces in eV/Å.

As for the HOMO energy: -0.5414 hartree. As for the energy: -84592.59523 eV. As for the total charge: +1. Its SMILES is CC(C)[C@]1(Br)[N+](=O)N(O)C1(C)C. The value obtained for the HOMO-LUMO gap is 9.7898 eV.

The following is a quantum chemistry calculation of the ion C6H12N2O with charge +2, from OMol25.

XYZ file:
```
21
Properties=species:S:1:pos:R:3:forces:R:3:mulliken_charge:R:1
C 0.04657 2.14677 0.03774 0.67 2.13 2.15 -0.42
C 1.31475 1.44364 -0.17573 -0.96 0.22 0.01 -0.47
C -1.16028 1.61862 0.15892 0.11 -2.71 -2.21 -0.67
C 1.30285 0.13638 -0.01222 2.21 -0.20 -1.84 0.33
C 0.12317 -0.66152 0.33460 -1.11 0.75 -0.52 -0.94
C -1.15386 0.09847 -0.21322 0.40 0.34 -0.41 0.41
N 2.52812 -0.68589 -0.47838 0.38 -1.80 2.45 -0.36
N -2.38804 -0.45869 0.48268 -1.12 -2.31 -0.66 -0.32
O -1.33076 -0.05953 -1.58233 1.33 -0.33 -0.57 -0.54
H 0.26370 3.17356 0.33994 -0.68 0.20 -0.80 0.42
H 2.08246 2.13895 -0.49933 0.48 -0.68 -0.02 0.40
H -2.15526 1.99902 -0.10473 0.55 0.86 0.97 0.43
H 0.32128 -1.66008 -0.03269 -0.90 -0.44 -0.27 0.43
H -0.02662 -0.71463 1.38615 0.27 -0.15 1.27 0.44
H 3.33481 -0.14431 -0.85578 -0.53 -0.07 0.79 0.38
H 2.36866 -1.41882 -1.19723 -0.54 0.61 0.14 0.39
H 2.82164 -1.32076 0.39086 -0.04 1.83 -2.08 0.45
H -3.37803 -0.18257 0.14101 2.03 0.19 0.53 0.42
H -2.23589 -0.28082 1.46898 -0.64 0.55 0.47 0.39
H -2.43190 -1.51387 0.45773 0.19 0.97 -0.41 0.40
H -0.43541 0.00193 -2.06306 -2.07 0.02 1.01 0.43
```
Positions in Å, forces in eV/Å.

As for the HOMO energy: -0.6471 hartree. As for the energy: -11425.32647 eV. As for the total charge: +2. Its SMILES is [NH3+]C1=CC=C[C@@]([NH3+])(O)C1. The value obtained for the HOMO-LUMO gap is 9.6862 eV.

Number 1: maximum force 2.91 eV Å⁻¹. Number 2: maximum force 1.67 eV Å⁻¹. Number 3: maximum force 3.50 eV Å⁻¹.